Computed, not measured: a structure of composition C8H16BF4S8SbSc, with wB97M-V/def2-TZVPD.

- ΔE to the lowest compared entry with this formula, charge and spin: 0.263 eV
- Kohn-Sham gap: 0.24288 Ha
- Charge: -1
- HOMO: -4.747 eV

CARTESIAN COORDINATES (ANGSTROEM)
Sc  -1.06439  -1.56831  -0.89748
C  2.91642  -0.43374  -0.67882
C  2.50008  0.82589  -1.41728
S  1.90609  2.12969  -0.31658
C  0.56748  2.86094  -1.30188
C  -0.66122  3.16714  -0.46569
S  -1.47947  1.69409  0.18403
C  -0.94642  1.76890  1.90679
C  -1.55741  0.58773  2.64587
S  -1.21095  -1.07056  2.00833
C  0.46911  -1.37122  2.60427
C  1.59447  -0.71191  1.81684
S  1.62596  -1.39834  0.14668
H  3.67809  -0.22712  0.07773
H  3.36995  -1.12622  -1.38975
H  1.69937  0.59186  -2.11806
H  3.36289  1.17537  -1.98971
H  0.28823  2.15845  -2.08945
H  0.92283  3.77942  -1.77285
H  -1.39750  3.64341  -1.11289
H  -0.43702  3.84770  0.35884
H  -1.33334  2.68200  2.36839
H  0.13909  1.79377  2.00276
H  -2.64560  0.66468  2.60506
H  -1.27114  0.59633  3.70001
H  0.58715  -2.45616  2.57989
H  0.51939  -1.06230  3.65029
H  2.54587  -0.93920  2.30418
H  1.48045  0.36671  1.76609
S  -3.04412  2.22676  -2.84393
Sb  -2.80513  -0.00238  -3.13367
S  -3.38347  -1.17307  -1.07519
S  -0.43210  -0.50030  -2.92525
S  -3.64044  -1.15543  -4.86214
F  0.75324  -4.68274  -0.24482
B  -0.55463  -4.36087  -0.46013
F  -0.67268  -3.53148  -1.66143
F  -1.40534  -5.41116  -0.50347
F  -0.98382  -3.37835  0.53443



Computed, not measured: the molecule C4H12N2O in a non-equilibrium geometry, with wB97M-V/def2-TZVPD.

- ΔE to the lowest compared entry with this formula, charge and spin: 1.600 eV
- Kohn-Sham gap: 0.35553 Ha
- SMILES: NC[C@@H](N)CCO
- HOMO: -8.688 eV

CARTESIAN COORDINATES (ANGSTROEM)
N  1.52393  2.05994  0.70438
C  1.24488  0.69511  0.33566
C  -0.06309  0.47470  -0.43103
N  -0.01665  1.04779  -1.76098
C  -0.40150  -1.02322  -0.43835
C  -1.35446  -1.45552  0.66836
O  -0.89152  -2.50611  1.50921
H  1.26827  2.27370  1.65375
H  1.22086  2.76773  0.05674
H  1.20684  0.10462  1.24974
H  2.03405  0.28132  -0.30586
H  -0.81534  0.97930  0.13331
H  -0.22942  0.42825  -2.52019
H  -0.45216  1.94971  -1.84461
H  -0.84162  -1.28316  -1.39278
H  0.51232  -1.62671  -0.38838
H  -1.61374  -0.60604  1.31102
H  -2.30911  -1.77536  0.25531
H  -0.02254  -2.78605  1.20469



Computed, not measured: the ion C6H12N with charge +1 in a non-equilibrium geometry, with wB97M-V/def2-TZVPD.

- ΔE to the lowest compared entry with this formula, charge and spin: 3.960 eV
- Kohn-Sham gap (spin up / spin down): 0.30539 / 0.27126 Ha
- Charge: +1
- SMILES: C=C(C)/[N+](C)=C/C
- HOMO (spin up / spin down): -13.711 / -13.422 eV

CARTESIAN COORDINATES (ANGSTROEM)
C  -1.17266  1.88332  0.22704
C  -1.18397  0.57109  -0.14268
C  -2.49028  -0.17214  -0.24634
N  -0.00935  -0.14742  0.08651
C  0.19646  -1.57828  0.53721
C  1.29550  0.73129  -0.40930
C  2.68351  0.38048  -0.05365
H  -0.28620  2.36877  0.40239
H  -2.07700  2.36927  0.15143
H  -2.41124  -1.02816  0.34315
H  -2.70040  -0.48206  -1.16745
H  -3.32459  0.49920  0.13282
H  1.18170  -1.74796  0.86101
H  0.06231  -2.16128  -0.41810
H  -0.53905  -1.73780  1.33465
H  0.95916  1.60403  -0.97733
H  3.29856  0.84063  -0.75906
H  2.85465  -0.70280  -0.08598
H  3.07758  0.79268  0.93183



Computed, not measured: a cluster of 2 separate species, CH3Cl2OPS in total in a non-equilibrium geometry, with wB97M-V/def2-TZVPD.

- ΔE to the lowest compared entry with this formula, charge and spin: 5.884 eV
- Kohn-Sham gap (spin up / spin down): 0.28504 / 0.25973 Ha
- HOMO (spin up / spin down): -9.184 / -8.383 eV

CARTESIAN COORDINATES (ANGSTROEM)
C  -0.25279  -1.99888  0.55150
O  -0.95325  0.95302  0.73984
P  1.26944  2.20905  -1.30104
S  -0.52545  0.07558  -0.28430
Cl  0.79810  -1.90947  2.02245
Cl  -0.17222  2.95036  -2.49292
H  0.14063  -2.59938  -0.21908
H  -1.18156  -2.37217  1.01755
H  0.87709  2.69189  -0.03399